(1)
21
Properties=species:S:1:pos:R:3 method="wB97M-V/def2-TZVPD" relative_energy_ev=0.530 charge=+1 spin_multiplicity=1 homo_energy_ev=-12.62 smiles=CS[C@@](C)([NH3+])CPS lumo_ev=-3.56 fmax_ha_per_bohr=0.068 gap_ev=9.060
S 1.810 -1.280 2.601
S -0.808 1.705 -1.161
P -0.206 -1.449 2.296
N 1.445 1.210 0.287
C -2.102 0.650 -1.919
C 0.221 0.320 -0.223
C 0.741 -0.641 -1.216
C -0.780 -0.205 0.874
H 1.173 1.727 1.167
H -2.865 1.192 -2.418
H -1.618 -0.205 -2.513
H -1.553 -0.875 0.428
H -2.758 0.357 -1.117
H -0.066 -1.146 -1.850
H -1.173 0.655 1.423
H 1.316 -1.552 -0.761
H 1.849 1.854 -0.505
H -0.512 -0.355 3.207
H 2.282 0.792 0.779
H 1.494 -0.169 -1.912
H 2.108 -2.585 2.533

---

(2)
72
Properties=species:S:1:pos:R:3 method="wB97M-V/def2-TZVPD" relative_energy_ev=1.036 charge=-2 spin_multiplicity=2 homo_energy_ev="0.88 / -1.19" lumo_ev="3.22 / 3.22" fmax_ha_per_bohr=0.018 gap_ev="2.333 / 4.405"
Ru -2.487 -0.021 -0.406
Cl -3.404 -6.726 1.347
Cl 1.397 4.852 2.733
Cl 6.840 -0.190 0.278
Cl 2.048 4.670 -2.577
Cl -3.164 -4.124 -3.379
S 4.825 -1.492 2.042
O -4.460 -0.046 0.174
O -2.699 -1.710 -1.647
O -6.059 1.195 1.120
O 4.492 1.089 -1.891
O -1.894 3.112 2.590
N -0.485 -0.137 -1.178
N -2.467 1.575 0.980
N 1.324 0.432 -2.299
N -2.397 -1.629 0.991
N 0.223 0.387 1.820
C -2.840 -2.829 -1.000
C 1.798 4.576 0.085
C -2.710 -2.850 0.422
C 3.248 -1.838 1.474
C 3.370 1.918 -2.170
C 1.962 4.005 1.333
C -3.071 -4.064 -1.624
C 5.258 -0.814 0.534
C 1.127 -0.924 -2.505
C 2.861 2.640 -0.936
C 2.997 2.100 0.338
C -2.690 -2.629 3.154
C -3.164 -5.210 0.469
C -1.618 2.169 1.800
C -3.006 1.103 -1.835
C 4.244 -0.835 -0.371
C 3.072 -1.435 0.191
C -2.468 -1.540 2.343
C 2.560 2.768 1.469
C 4.365 -0.323 -1.777
C -2.917 -4.022 1.190
C 2.254 1.289 -3.002
C -0.121 1.803 1.789
C -4.882 0.993 0.803
C -3.232 -5.243 -0.906
C -2.876 -3.908 2.609
C 0.022 -1.262 -1.790
C 0.295 0.851 -1.515
C 2.259 3.888 -1.026
C -3.839 2.050 1.140
H -2.722 -2.478 4.228
H -4.025 2.903 0.474
H -2.983 0.745 -2.875
H 0.286 2.372 2.634
H 1.765 -1.503 -3.152
H 1.319 5.537 -0.026
H 2.657 2.318 2.448
H 3.782 2.685 -2.829
H -0.477 -2.210 -1.699
H 0.135 1.881 -1.239
H -3.055 -4.773 3.232
H 2.525 -2.307 2.125
H -0.068 -0.053 2.686
H 3.465 1.134 0.453
H 2.701 0.723 -3.821
H 2.135 -1.537 -0.346
H 0.311 2.233 0.880
H -2.335 -0.546 2.758
H -4.019 2.411 2.150
H -3.599 2.022 -1.725
H 1.697 2.108 -3.457
H -3.420 -6.174 -1.425
H 1.222 0.267 1.718
H 5.281 -0.723 -2.215
H 3.530 -0.698 -2.362

---

(3)
33
Properties=species:S:1:pos:R:3 method="wB97M-V/def2-TZVPD" relative_energy_ev=0.919 charge=+1 spin_multiplicity=1 homo_energy_ev=-12.75 lumo_ev=-7.57 fmax_ha_per_bohr=0.019 gap_ev=5.179
Pd 1.509 0.162 -0.027
O -4.431 -0.755 2.904
O -0.205 -0.336 -1.657
O -0.272 -0.162 0.518
O 1.304 2.517 -0.033
O 2.139 5.415 -0.229
O 5.079 5.396 -0.675
O 3.508 0.890 -0.418
O 5.984 2.561 -0.670
O -6.274 -1.159 1.863
N 2.263 -1.675 0.566
N -5.090 -0.909 1.897
C 4.385 4.444 -0.550
C -3.025 -0.823 -1.791
C -4.367 -0.877 0.607
C -4.389 -1.059 -1.771
C 3.125 -4.000 1.323
C -0.891 -0.366 -0.642
C 2.845 4.465 -0.307
C 2.395 2.992 -0.224
C 4.874 2.964 -0.558
C 2.645 -2.698 0.901
C -5.072 -1.088 -0.564
C 3.613 2.095 -0.404
C -3.009 -0.640 0.623
C -2.341 -0.615 -0.595
H 2.610 -4.294 2.236
H -2.477 -0.796 -2.723
H 2.925 -4.730 0.540
H 4.197 -3.950 1.509
H -4.925 -1.221 -2.695
H -2.497 -0.482 1.560
H -6.136 -1.269 -0.516

---

(4)
21
Properties=species:S:1:pos:R:3 method="wB97M-V/def2-TZVPD" relative_energy_ev=5.025 spin_multiplicity=1 homo_energy_ev=-8.61 lumo_ev=0.14 fmax_ha_per_bohr=0.058 gap_ev=8.751
O 3.981 1.615 -1.236
O 1.553 -0.895 -0.895
N -1.572 2.035 0.654
N -1.354 -1.154 0.977
N -2.979 -0.328 -1.973
C -1.069 -0.284 -0.176
C -0.079 -1.415 -0.223
C -0.577 1.143 0.119
C 1.301 -1.423 0.360
C -2.135 -0.339 -1.186
H 1.654 -2.456 0.520
H -0.383 -2.270 -0.829
H -1.980 1.697 1.521
H 0.258 1.071 0.828
H 1.435 -0.739 1.218
H -1.152 -0.703 1.870
H -2.322 2.236 -0.001
H 4.491 1.477 -0.412
H -0.164 1.543 -0.816
H -2.227 -1.675 0.935
H 3.321 0.866 -1.256

---

(5)
39
Properties=species:S:1:pos:R:3 method="wB97M-V/def2-TZVPD" relative_energy_ev=0.663 spin_multiplicity=1 homo_energy_ev=-8.66 smiles="Cc1nn(C)c(C)c1/C=C(/C(=O)C(C)C)n1cncn1" lumo_ev=0.12 fmax_ha_per_bohr=0.055 gap_ev=8.775
O -0.129 1.764 -2.769
N -2.168 -2.880 1.368
N 1.253 0.471 0.171
N 2.216 0.010 2.116
N 2.589 0.482 -0.114
N -1.017 -3.404 0.846
C 0.250 1.877 -1.618
C -1.053 -1.362 0.027
C -0.283 -2.514 0.055
C -0.048 3.769 0.021
C 0.810 3.205 -1.101
C 1.001 4.241 -2.213
C 1.017 -2.816 -0.677
C 0.231 0.696 -0.738
C 1.081 0.271 1.522
C -2.210 -1.657 0.884
C 3.111 0.128 1.044
C -3.375 -0.744 1.190
C -0.895 -0.093 -0.703
C -0.600 -4.770 1.151
H -1.066 3.959 -0.322
H 0.869 -3.615 -1.390
H 4.178 0.052 1.199
H 1.798 3.030 -0.742
H 1.569 5.082 -1.918
H -0.082 3.049 0.819
H -4.283 -1.315 1.181
H -1.447 -5.354 1.547
H 1.389 -1.932 -1.187
H 1.458 3.783 -3.097
H 0.173 -4.751 1.937
H 0.357 4.701 0.454
H 1.839 -3.063 0.047
H 0.022 4.631 -2.558
H 0.158 0.293 2.043
H -1.706 0.260 -1.347
H -3.300 -0.308 2.191
H -3.459 0.071 0.442
H -0.251 -5.247 0.239

---

(6)
77
Properties=species:S:1:pos:R:3 method="wB97M-V/def2-TZVPD" charge=-1 spin_multiplicity=1 homo_energy_ev=-5.26 lumo_ev=1.90 fmax_ha_per_bohr=0.021 gap_ev=7.165
S 1.115 3.545 -3.013
S -1.828 -2.738 -2.094
S -1.812 -6.491 4.947
S 4.875 6.722 -5.792
O -1.279 -7.417 3.991
O 1.900 2.389 -3.338
O -0.887 -3.243 -3.047
O 5.142 6.480 -4.252
O -1.392 -2.335 -0.796
O -0.143 3.103 -2.180
O -0.544 0.171 1.388
O 3.518 6.377 -6.093
O -2.662 -1.559 -2.755
O -2.951 2.608 3.876
O -2.865 -7.276 5.859
O 5.942 6.160 -6.562
O -2.131 2.600 1.770
O 1.733 4.688 -2.410
O -3.592 -2.554 3.693
O -0.921 -5.762 5.799
C 5.838 4.123 -4.061
C 1.053 -1.274 3.429
C -2.457 2.082 2.851
C 5.046 8.474 -5.769
C -1.539 -8.254 7.685
C -1.316 -1.947 3.952
C -2.243 0.570 3.008
C -3.159 -3.881 -1.943
C 0.031 2.307 -0.968
C -3.098 -0.232 3.645
C 4.811 5.179 -3.704
C 0.248 4.073 -4.453
C 0.499 3.132 0.206
C -2.766 -1.664 3.760
C -2.426 -8.497 6.479
C -2.060 -0.243 -2.802
C -0.992 -0.126 -3.870
C -0.436 -1.160 3.334
C -2.934 -5.383 4.181
C -1.016 -0.084 2.462
H -2.352 -4.704 3.567
H 0.467 2.524 1.106
H -1.928 -9.124 5.738
H 6.023 8.723 -5.364
H 4.250 8.895 -5.162
H -0.126 -0.740 -3.629
H -2.886 0.434 -3.010
H -1.338 -9.198 8.195
H 1.465 -2.000 2.733
H -2.022 -7.569 8.383
H -0.476 4.829 -4.163
H 0.984 4.495 -5.135
H -1.368 -0.460 -4.838
H -3.600 -4.037 -2.924
H -1.669 0.014 -1.817
H -3.886 -3.479 -1.243
H -4.002 0.162 4.089
H -0.658 0.908 -3.956
H -3.460 -4.826 4.947
H -1.006 -2.764 4.593
H 4.964 8.816 -6.798
H 1.355 -1.503 4.447
H -3.623 -5.953 3.565
H 4.778 5.310 -2.626
H -0.241 3.214 -4.903
H -0.954 1.900 -0.756
H -0.146 3.996 0.349
H 1.520 3.491 0.053
H 0.702 1.470 -1.169
H 5.611 3.199 -3.529
H 6.841 4.455 -3.791
H 3.815 4.888 -4.026
H 5.838 3.911 -5.129
H -3.340 -9.006 6.780
H 1.495 -0.310 3.178
H -0.588 -7.812 7.395
H -2.738 -4.810 -1.566

---

(7)
7
Properties=species:S:1:pos:R:3 method="wB97M-V/def2-TZVPD" relative_energy_ev=1.650 spin_multiplicity=1 homo_energy_ev=-9.50 lumo_ev=-0.22 fmax_ha_per_bohr=0.024 gap_ev=9.287
Br -2.496 -0.462 -0.001
S 0.226 0.462 -0.292
S 1.833 -0.376 0.671
O -0.020 1.866 -0.235
N -0.687 -0.583 0.368
H 0.393 0.201 -1.667
H 0.751 -1.107 1.156

---

(8)
21
Properties=species:S:1:pos:R:3 method="wB97M-V/def2-TZVPD" relative_energy_ev=2.406 charge=+1 spin_multiplicity=1 homo_energy_ev=-12.67 lumo_ev=-3.07 fmax_ha_per_bohr=0.108 gap_ev=9.590
S 0.590 -0.950 -2.729
O 1.396 0.391 2.472
N 1.027 0.955 -0.244
C -1.128 1.297 0.896
C 0.010 -1.921 -1.238
C -0.446 0.576 -0.200
C -1.012 -0.933 -0.435
H 0.145 -1.312 -3.941
H -0.844 0.984 -1.200
H 1.668 0.465 -0.815
H 0.682 0.449 3.191
H -0.639 0.814 1.814
H -0.466 -2.809 -1.665
H -2.168 1.138 0.983
H 1.372 1.066 0.690
H 0.899 -2.004 -0.666
H 1.149 1.914 -0.343
H -1.955 -0.903 -0.889
H -0.896 2.418 0.832
H -1.330 -1.432 0.500
H 1.946 -0.206 2.987